Record 1
Density functional theory data (ωB97M-V with the def2-TZVPD basis set) for a structure of composition C54H47F3N8NaO3P2SSe2 at a distorted geometry.

**Energy above the lowest of the compared OMol25 structures with the same formula, charge and spin**: 5.7 kcal per mole
**HOMO level (spin up / spin down)**: -5.57 / -2.07 eV
**E_tot**: -9095.4065 Ha
**Total charge**: -1

The geometry in XYZ format:
```
121
Properties=species:S:1:pos:R:3:mulliken_charge:R:1
Na 0.3910 0.4098 0.3977 0.833
Se -7.1045 -0.9714 0.9375 -0.289
P -5.5100 -1.0891 2.3218 0.821
C -5.5034 -2.6957 3.1691 0.753
C -5.3590 -3.8438 2.3938 -0.453
C -5.3986 -5.0914 2.9860 -0.641
C -5.5916 -5.2060 4.3583 -0.480
C -5.7406 -4.0679 5.1310 -0.769
C -5.6950 -2.8112 4.5377 -0.465
C -5.6391 0.1411 3.6570 0.469
C -4.4917 0.5895 4.3070 -0.275
C -4.5990 1.5071 5.3412 -0.737
C -5.8473 1.9673 5.7363 -0.454
C -6.9914 1.5126 5.0964 -0.694
C -6.8879 0.6066 4.0524 -0.605
C -3.8359 -0.9346 1.7115 0.234
C -3.1325 -0.0812 0.8526 -0.462
N -1.8411 -0.4543 0.9256 0.622
N -1.7451 -1.4612 1.7729 -0.711
N -2.9283 -1.7732 2.2591 -0.397
P -3.5146 1.2800 -0.2517 1.086
Se -1.8326 1.9001 -1.3839 -0.452
C -4.2235 2.6104 0.7627 0.256
C -3.4460 3.7256 1.0550 -0.919
C -3.9441 4.7223 1.8800 -0.638
C -5.2235 4.6149 2.4054 -0.587
C -6.0055 3.5078 2.1071 -0.905
C -5.5076 2.5032 1.2922 0.056
C -4.8298 0.6941 -1.3448 0.207
C -4.7511 -0.6119 -1.8190 -0.350
C -5.6949 -1.0815 -2.7147 -0.659
C -6.7231 -0.2513 -3.1387 -0.494
C -6.7954 1.0548 -2.6775 -0.740
C -5.8458 1.5308 -1.7862 -0.106
H -5.2125 -3.7513 1.3251 0.365
H -5.2767 -5.9789 2.3784 0.388
H -5.6224 -6.1845 4.8215 0.359
H -5.8887 -4.1499 6.2003 0.399
H -5.8034 -1.9261 5.1512 0.335
H -3.5190 0.2283 3.9977 0.492
H -3.7049 1.8644 5.8350 0.414
H -5.9276 2.6865 6.5420 0.370
H -7.9655 1.8736 5.4021 0.390
H -7.7683 0.2617 3.5227 0.410
H -2.4527 3.8025 0.6291 0.288
H -3.3308 5.5842 2.1093 0.427
H -5.6136 5.3951 3.0477 0.381
H -7.0040 3.4185 2.5138 0.445
H -6.1264 1.6425 1.0619 0.423
H -3.9592 -1.2632 -1.4689 0.407
H -5.6401 -2.1031 -3.0685 0.391
H -7.4706 -0.6241 -3.8278 0.378
H -7.5944 1.7056 -3.0091 0.398
H -5.9043 2.5517 -1.4298 0.420
F 0.0095 -5.6758 -2.9182 -0.459
C 0.6594 -5.3971 -1.7574 0.434
C 0.6921 -4.1035 -1.3204 -0.494
C 1.3129 -3.7808 -0.1132 0.173
C 1.3294 -2.3676 0.3246 1.418
O 0.8143 -1.5174 -0.4009 -0.491
C 1.9753 -2.1293 1.6009 -0.367
C 2.4941 -3.1858 2.2673 -0.260
N 2.5129 -4.4800 1.8365 0.356
C 3.1058 -5.5048 2.6501 -0.250
C 4.4051 -5.2174 3.3326 -0.964
C 4.3661 -6.1692 2.1721 -0.507
C 1.8941 -4.8048 0.6413 -0.335
C 1.8559 -6.1207 0.1712 -0.271
C 1.2421 -6.4442 -1.0303 -1.729
N 1.2641 -7.7865 -1.4612 0.396
C 1.1539 -8.1263 -2.8698 0.151
C 1.5789 -9.5898 -3.0645 -2.258
N 2.3592 -10.0457 -1.8902 -0.290
C 1.5063 -10.0883 -0.6753 -1.865
C 0.6698 -8.8027 -0.6086 -0.681
C 2.1539 -0.7590 2.2863 0.247
O 2.3920 -0.7877 3.4971 -0.782
O 2.0815 0.2509 1.5311 -0.843
H 0.2247 -3.3116 -1.8906 0.574
H 2.9349 -3.0032 3.2378 0.780
H 2.3893 -6.1224 3.1831 0.389
H 4.5385 -5.6167 4.3273 0.253
H 4.8506 -4.2473 3.1684 0.338
H 4.4833 -7.2280 2.3589 0.327
H 4.7664 -5.8202 1.2304 0.231
H 2.3494 -6.9080 0.7225 0.818
H 1.8064 -7.4610 -3.4356 -0.027
H 0.1324 -8.0072 -3.2501 0.507
H 2.2032 -9.7390 -3.9471 0.728
H 0.7177 -10.2522 -3.1374 0.059
H 3.1252 -9.3724 -1.7259 0.357
H 2.8602 -11.0051 -2.0769 1.427
H 2.1811 -10.2108 0.1730 0.583
H 0.8775 -10.9748 -0.7593 0.452
H 0.6141 -8.4387 0.4144 0.516
H -0.3598 -9.0131 -0.9350 0.386
S 2.1246 -1.4703 -6.5704 -0.166
C 1.6389 -0.7056 -5.0314 0.253
C 2.4975 0.1501 -4.3557 -0.520
C 2.0910 0.6467 -3.1224 -0.461
N 0.9310 0.3332 -2.5611 0.217
C 0.1015 -0.4538 -3.2332 -0.569
C 0.4038 -0.9924 -4.4731 -0.487
C 2.6332 -3.0385 -5.8816 0.280
C 3.9254 -3.2361 -5.4158 -0.229
C 4.2522 -4.4713 -4.8759 -0.544
N 3.3971 -5.4871 -4.7823 -0.535
C 2.1629 -5.2851 -5.2348 -0.371
C 1.7327 -4.0904 -5.7905 -0.098
H 3.4634 0.4080 -4.7676 0.436
H 2.7497 1.2890 -2.5480 0.327
H -0.8422 -0.6656 -2.7441 0.463
H -0.2960 -1.6449 -4.9778 0.382
H 4.6590 -2.4434 -5.4657 0.372
H 5.2526 -4.6500 -4.4978 0.378
H 1.4758 -6.1204 -5.1498 0.408
H 0.7146 -3.9777 -6.1366 0.418
F 0.8151 4.1069 0.8389 -0.267
C 1.3204 3.1780 0.0340 0.403
F 1.7710 3.7428 -1.0839 -0.242
H 2.0005 2.4715 0.5100 0.184
```

Record 2
Density functional theory data (ωB97M-V with the def2-TZVPD basis set) for a cluster of 4 separate species, CH10N2O4 in total at a distorted geometry.

**Energy above the lowest of the compared OMol25 structures with the same formula, charge and spin**: 15.9 kcal per mole
**HOMO level**: -9.68 eV
**E_tot**: -454.6037 Ha
**Total charge**: 0
**SMILES string**: NC(N)=O.O.O.O

The geometry in XYZ format:
```
17
Properties=species:S:1:pos:R:3:mulliken_charge:R:1
N 2.2707 -0.9292 -1.0599 -0.483
C 1.9418 -1.9888 -0.1870 0.527
N 0.9453 -1.7392 0.7173 -0.371
O 2.5279 -3.0467 -0.2794 -0.611
H 1.4973 -0.4667 -1.4974 0.223
H 3.0495 -1.2827 -1.6065 0.256
H 0.3950 -2.5781 0.8609 0.247
H 0.3860 -0.8992 0.6424 0.221
O -1.7009 3.2128 0.4392 -0.628
H -2.2969 3.9059 0.1411 0.294
H -1.7503 2.5085 -0.2212 0.321
O -0.3661 0.7602 1.8878 -0.651
H 0.3788 1.2722 1.4925 0.335
H -0.9875 1.4855 2.0812 0.303
O -1.9112 0.2897 -1.1055 -0.614
H -2.1104 -0.3377 -0.4078 0.324
H -2.2691 -0.1667 -1.8979 0.306
```